A 3-piece molecular cluster, C32H61F7N3O2S3 overall in a non-equilibrium geometry, computed with ωB97M-V/def2-TZVPD.

Each atom is followed by the atoms it is bonded to, with distances in Å.
Cartesian coordinates (Å):
1 C -0.48 6.33 -3.81  C2 1.537, H40 1.091, H41 1.088, H42 1.090
2 C 0.68 5.43 -4.25  C1 1.537, C3 1.525, H43 1.090, H44 1.089
3 C 1.08 4.45 -3.14  C2 1.525, C4 1.536, H45 1.093, H46 1.094
4 C 1.66 5.13 -1.89  C3 1.536, C5 1.536, H47 1.092, H48 1.092
5 C 2.41 4.14 -1.00  C4 1.536, C6 1.529, H49 1.091, H50 1.097
6 C 3.84 3.88 -1.49  C5 1.529, C7 1.546, H51 1.090, H52 1.093
7 C 4.54 2.70 -0.79  C6 1.546, C8 1.539, H53 1.090, H54 1.092
8 C 4.62 1.42 -1.64  C7 1.539, C9 1.553, H55 1.088, H56 1.089
9 C 3.61 0.31 -1.23  C8 1.553, C10 1.544, H57 1.092, H58 1.091
10 C 4.12 -1.12 -1.51  C9 1.544, C11 1.541, H59 1.087, H60 1.088
11 C 4.00 -2.05 -0.28  C10 1.541, C12 1.542, H61 1.091, H62 1.096
12 C 3.74 -3.52 -0.65  C11 1.542, C13 1.530, H63 1.090, H64 1.093
13 C 2.64 -4.19 0.17  C12 1.530, C14 1.534, H65 1.095, H66 1.096
14 C 3.05 -4.54 1.61  C13 1.534, C15 1.528, H67 1.094, H68 1.092
15 C 2.94 -3.44 2.66  C14 1.528, C16 1.523, H69 1.092, H70 1.094
16 C 1.58 -2.74 2.70  C15 1.523, C17 1.534, H71 1.096, H72 1.096
17 C 1.30 -2.05 4.04  C16 1.534, C18 1.529, H73 1.091, H74 1.094
18 C -0.18 -1.69 4.19  C17 1.529, C19 1.540, H75 1.094, H76 1.093
19 C -0.57 -0.35 3.54  C18 1.540, C20 1.558, H77 1.091, H78 1.089
20 C -2.03 -0.34 3.00  C19 1.558, N21 1.472, H79 1.089, H80 1.083
21 N -2.02 -0.29 1.53  C20 1.472, C22 1.450, C39 1.450
22 C -2.77 0.77 0.89  N21 1.450, C23 1.532, H81 1.084, H82 1.097
23 C -3.85 0.32 -0.10  C22 1.532, N24 1.513, H83 1.085, H84 1.091
24 N -4.37 -1.07 0.18  C23 1.513, C25 1.508, C35 1.509, H85 1.022
25 C -5.17 -1.20 1.46  N24 1.508, F26 1.321, F27 1.336, C28 1.561
26 F -4.45 -1.83 2.36  C25 1.321
27 F -5.44 0.03 1.90  C25 1.336
28 C -6.53 -1.94 1.28  C25 1.561, F29 1.340, F30 1.330, C31 1.579
29 F -7.10 -1.92 2.49  C28 1.340
30 F -6.32 -3.21 0.92  C28 1.330
31 C -7.50 -1.26 0.24  C28 1.579, F32 1.339, F33 1.327, F34 1.303
32 F -6.98 -0.10 -0.18  C31 1.339
33 F -7.62 -2.04 -0.82  C31 1.327
34 F -8.67 -1.03 0.77  C31 1.303
35 C -3.20 -2.00 0.03  N24 1.509, N36 1.446, C39 1.540, H86 1.092
36 N -3.63 -3.36 0.25  C35 1.446, C37 1.228
37 C -2.96 -4.28 -0.20  N36 1.228, S38 1.543
38 S -2.12 -5.47 -0.72  C37 1.543
39 C -1.99 -1.59 0.89  N21 1.450, C35 1.540, H87 1.095, H88 1.089
40 H -0.12 7.12 -3.15  C1 1.091
41 H -0.95 6.81 -4.67  C1 1.088
42 H -1.23 5.77 -3.24  C1 1.090
43 H 0.36 4.85 -5.12  C2 1.090
44 H 1.53 6.06 -4.50  C2 1.089
45 H 0.22 3.85 -2.83  C3 1.093
46 H 1.83 3.76 -3.52  C3 1.094
47 H 2.33 5.94 -2.19  C4 1.092
48 H 0.84 5.58 -1.32  C4 1.092
49 H 2.42 4.48 0.04  C5 1.091
50 H 1.87 3.18 -1.02  C5 1.097
51 H 3.81 3.70 -2.57  C6 1.090
52 H 4.42 4.79 -1.33  C6 1.093
53 H 5.54 3.02 -0.52  C7 1.090
54 H 4.02 2.48 0.15  C7 1.092
55 H 4.46 1.66 -2.69  C8 1.088
56 H 5.61 0.97 -1.53  C8 1.089
57 H 2.67 0.47 -1.76  C9 1.092
58 H 3.40 0.45 -0.16  C9 1.091
59 H 3.50 -1.55 -2.29  C10 1.087
60 H 5.15 -1.07 -1.85  C10 1.088
61 H 4.90 -1.95 0.34  C11 1.091
62 H 3.17 -1.69 0.33  C11 1.096
63 H 3.52 -3.60 -1.71  C12 1.090
64 H 4.65 -4.10 -0.45  C12 1.093
65 H 2.39 -5.14 -0.33  C13 1.095
66 H 1.71 -3.60 0.13  C13 1.096
67 H 4.10 -4.85 1.55  C14 1.094
68 H 2.50 -5.42 1.94  C14 1.092
69 H 3.76 -2.73 2.54  C15 1.092
70 H 3.09 -3.91 3.63  C15 1.094
71 H 1.50 -1.99 1.91  C16 1.096
72 H 0.80 -3.48 2.51  C16 1.096
73 H 1.94 -1.18 4.17  C17 1.091
74 H 1.56 -2.76 4.83  C17 1.094
75 H -0.75 -2.50 3.74  C18 1.094
76 H -0.47 -1.67 5.25  C18 1.093
77 H 0.10 -0.20 2.69  C19 1.091
78 H -0.39 0.47 4.23  C19 1.089
79 H -2.50 -1.24 3.40  C20 1.089
80 H -2.50 0.55 3.42  C20 1.083
81 H -3.23 1.44 1.61  C22 1.084
82 H -2.10 1.41 0.31  C22 1.097
83 H -4.67 1.03 -0.17  C23 1.085
84 H -3.44 0.24 -1.11  C23 1.091
85 H -5.01 -1.29 -0.59  N24 1.022
86 H -2.93 -1.90 -1.03  C35 1.092
87 H -1.11 -1.69 0.25  C39 1.095
88 H -1.88 -2.35 1.67  C39 1.089
89 C 2.15 -3.94 -6.81  S90 1.795, H93 1.088, H94 1.090, H95 1.090
90 S 1.84 -3.03 -5.29  C89 1.795, O91 1.484, C92 1.799
91 O 3.09 -2.32 -4.93  S90 1.484
92 C 1.74 -4.48 -4.22  S90 1.799, H96 1.090, H97 1.090, H98 1.089
93 H 2.29 -3.21 -7.60  C89 1.088
94 H 3.06 -4.54 -6.69  C89 1.090
95 H 1.30 -4.57 -7.04  C89 1.090
96 H 2.67 -5.04 -4.29  C92 1.090
97 H 0.90 -5.10 -4.53  C92 1.090
98 H 1.59 -4.13 -3.20  C92 1.089
99 C -2.09 5.31 3.66  S100 1.792, H103 1.088, H104 1.090, H105 1.089
100 S -2.51 3.76 4.44  C99 1.792, O101 1.497, C102 1.793
101 O -2.69 2.77 3.33  S100 1.497
102 C -4.16 4.23 4.97  S100 1.793, H106 1.090, H107 1.089, H108 1.088
103 H -1.10 5.20 3.22  C99 1.088
104 H -2.81 5.55 2.89  C99 1.090
105 H -2.06 6.10 4.42  C99 1.089
106 H -4.74 4.54 4.11  C102 1.090
107 H -4.07 5.05 5.69  C102 1.089
108 H -4.62 3.37 5.45  C102 1.088

Results
HOMO level: -10.6 eV
total charge: +1
LUMO level: -2.887 eV
E: -3463.91835 Eh